Record 1
ORCA calculation (ωB97M-V/def2-TZVPD) on one molecule with the formula C22H31N3O4.

```
60
Properties=species:S:1:pos:R:3:forces:R:3
C 1.726650 3.251750 0.109454 0.006 -0.069 -0.056
C 0.433084 3.474445 0.849882 0.142 0.161 0.021
O -0.490133 2.451283 0.428792 -0.049 -0.053 -0.029
C -1.655651 2.439692 1.070024 -0.021 0.096 0.217
O -1.982405 3.264215 1.885813 0.061 -0.086 -0.119
C -2.515394 1.220216 0.710541 0.036 0.054 -0.086
C -1.949815 -0.015566 1.445431 0.047 -0.230 0.116
C -0.438223 -0.186911 1.620071 -0.030 0.173 0.055
O 0.063953 -0.008262 2.723725 0.014 0.031 -0.038
N 0.264007 -0.594605 0.552016 -0.075 -0.427 -0.148
C 1.692288 -0.853076 0.632864 0.182 0.739 0.058
C 2.012831 -2.093687 1.477894 0.017 -0.196 0.141
C 1.400140 -3.362858 0.955390 0.053 0.110 0.037
C 0.078021 -3.693555 1.225509 -0.038 -0.029 -0.001
C -0.451622 -4.858893 0.698798 -0.046 0.029 0.037
C 0.363552 -5.664356 -0.080799 -0.065 -0.092 -0.029
N 1.633623 -5.378534 -0.341908 0.065 -0.019 -0.034
C 2.124062 -4.254550 0.171215 0.045 -0.025 -0.037
C 2.353061 -0.907826 -0.752245 -0.304 -0.597 -0.158
C 1.591394 -0.241059 -1.913103 0.189 0.276 0.048
C 2.694751 0.153311 -2.897040 -0.040 0.051 0.012
C 3.836583 0.620231 -1.990748 0.002 -0.041 -0.021
C 3.789091 -0.334730 -0.784417 0.053 0.037 -0.048
C -3.935405 1.475237 1.215838 -0.183 -0.026 0.128
C -4.632661 2.557278 0.411658 -0.036 0.115 0.012
C -4.773965 2.124423 -1.030707 -0.038 -0.083 -0.021
N -3.525985 1.553656 -1.519115 0.165 0.107 -0.052
C -2.519822 0.993554 -0.805952 -0.024 -0.074 -0.028
O -1.663426 0.329497 -1.371046 0.046 -0.051 0.056
H 2.456495 4.004422 0.408418 -0.005 0.003 0.005
H 2.134358 2.266393 0.337500 0.007 -0.002 0.005
H 1.578496 3.323029 -0.968438 -0.002 -0.003 -0.009
H 0.568830 3.404571 1.928854 -0.055 -0.060 0.008
H 0.002614 4.452298 0.629724 -0.043 -0.030 -0.003
H -2.325556 0.023975 2.467527 0.007 0.021 0.005
H -2.356157 -0.919208 0.982522 -0.005 0.073 -0.087
H -0.206813 -0.585240 -0.343059 -0.066 0.043 0.033
H 2.123046 0.000231 1.173459 -0.037 -0.062 0.035
H 3.100224 -2.199977 1.526988 -0.002 0.023 -0.057
H 1.665657 -1.915735 2.496221 -0.015 0.054 -0.017
H -0.522451 -3.049015 1.856647 0.008 0.001 0.006
H -1.476524 -5.144303 0.895998 0.006 -0.016 -0.012
H -0.015040 -6.587136 -0.507900 -0.019 0.021 0.009
H 3.169365 -4.053441 -0.050336 -0.011 0.027 0.029
H 2.413642 -1.966701 -1.023870 0.049 0.032 -0.003
H 0.853124 -0.909810 -2.356251 -0.044 0.013 0.012
H 1.053953 0.650882 -1.579950 0.048 0.046 0.018
H 3.007767 -0.713550 -3.485711 0.011 -0.020 0.034
H 2.371242 0.925401 -3.596610 0.011 -0.028 -0.028
H 4.805679 0.610715 -2.490274 0.000 0.021 0.001
H 3.650915 1.647036 -1.668142 -0.034 0.013 0.019
H 4.051820 0.173892 0.145901 -0.034 0.000 0.005
H 4.513035 -1.141240 -0.913351 0.010 0.008 0.014
H -4.503871 0.539802 1.163500 0.029 0.004 -0.061
H -3.884767 1.761867 2.264659 0.047 -0.009 0.013
H -5.621590 2.763564 0.822801 -0.003 -0.021 -0.009
H -4.064672 3.487159 0.475391 0.021 -0.031 0.006
H -5.567942 1.374172 -1.118346 -0.002 0.020 -0.001
H -5.045724 2.966922 -1.666994 0.007 0.005 -0.011
H -3.451761 1.348693 -2.504738 -0.057 -0.025 0.004
```
Positions in Å, forces in eV/Å.

Calculated values
M ... 401.507 u
Charge ... 0
SMILES ... CCOC(=O)[C@@]1(CC(=O)N[C@@H](Cc2cccnc2)C2CCCC2)CCCNC1=O
Kohn-Sham gap ... 9.7 eV
LUMO level ... 0.5 eV

Löwdin population analysis, charges in e, atoms 1 to 5: -0.057 -0.192 0.019 -0.433 0.139

=====

Record 2
ORCA calculation (ωB97M-V/def2-TZVPD) on one molecule with the formula C22H31N3O4.

```
60
Properties=species:S:1:pos:R:3:forces:R:3
C 4.829307 0.825043 4.114619 -0.149 -0.089 -0.183
H 5.522557 1.530971 3.662750 0.074 0.056 0.026
C 3.875829 0.297224 3.049163 -0.035 -0.071 0.176
H 4.463982 -0.165713 2.251929 -0.047 -0.011 -0.092
H 3.333040 1.141304 2.614717 -0.046 -0.010 -0.091
C 2.849354 -0.734286 3.547901 0.009 -0.059 0.221
N 2.021232 -1.059871 2.383035 0.237 0.297 -0.135
C 0.977486 -1.912730 2.367650 -0.007 0.053 -0.258
O 0.633996 -2.598120 3.315405 -0.060 -0.164 0.174
C 0.244203 -1.984304 1.062233 -0.288 -0.129 -0.218
C 0.210555 -0.922179 0.165818 -0.053 -0.193 0.055
C -0.510029 -1.015787 -1.014701 -0.211 -0.467 -0.003
C -1.235735 -2.181256 -1.288618 0.136 0.076 0.418
C -1.194708 -3.245431 -0.397286 -0.024 0.220 -0.204
C -0.460883 -3.146623 0.767689 0.118 0.126 0.118
H -0.432816 -3.960910 1.474521 -0.013 -0.064 0.075
H -1.747232 -4.138540 -0.640839 -0.083 -0.108 -0.031
O -1.963123 -2.305147 -2.428907 0.256 -0.122 -0.054
C -2.428042 -1.086108 -3.000358 -0.612 0.354 -0.358
C -3.593969 -0.529518 -2.167243 0.285 -0.180 -0.056
H -3.269755 -0.323405 -1.147788 -0.019 0.060 0.082
H -3.967517 0.384819 -2.620602 -0.031 0.102 -0.020
H -4.395121 -1.264193 -2.131870 -0.047 -0.061 -0.024
C -1.336307 -0.012850 -3.042175 -0.134 -0.070 -0.288
O -1.271605 0.804318 -3.941802 -0.129 -0.094 -0.115
N -0.494270 0.011764 -1.976945 0.201 0.202 0.120
C 0.587719 0.980405 -1.966715 0.274 0.119 -0.128
C 0.548891 2.002028 -0.826279 -0.001 -0.243 -0.231
O 1.464742 2.062681 -0.017295 0.302 0.003 0.150
N -0.504795 2.819520 -0.757802 -0.073 0.221 0.167
C -1.642102 2.910444 -1.650640 -0.359 -0.082 -0.468
C -2.191997 4.309005 -1.383893 -0.021 -0.112 0.096
H -3.244570 4.394728 -1.643517 -0.016 0.016 -0.072
C -1.927959 4.487314 0.109914 0.072 -0.021 -0.115
H -1.923722 5.530526 0.416591 -0.022 0.008 0.071
C -0.564446 3.829578 0.291812 0.215 0.134 0.426
H -0.434500 3.358660 1.268828 0.037 0.099 -0.052
H 0.255484 4.541505 0.151493 -0.040 -0.042 0.079
H -2.684465 3.956542 0.689028 -0.029 0.006 0.031
H -1.627989 5.046488 -1.955619 0.008 0.024 -0.051
H -1.354872 2.759737 -2.691637 -0.048 -0.049 0.095
H -2.387856 2.151328 -1.383645 -0.005 0.041 -0.094
H 0.546285 1.503899 -2.926998 0.039 -0.104 0.163
H 1.543922 0.452625 -1.887400 -0.140 0.122 0.052
C -2.878865 -1.416364 -4.419873 0.222 0.073 0.321
H -2.063105 -1.889147 -4.960485 0.053 -0.017 -0.080
H -3.159142 -0.503077 -4.935107 -0.035 0.017 -0.031
H -3.722439 -2.099360 -4.387567 -0.084 -0.073 0.047
H 0.728929 -0.008088 0.394351 0.096 0.130 0.009
H 2.225818 -0.538363 1.546423 -0.048 -0.071 -0.032
C 3.528816 -2.012507 4.044827 -0.106 0.128 -0.038
H 4.097588 -1.817032 4.948613 0.108 0.019 0.115
H 4.196427 -2.408663 3.282606 0.102 -0.037 -0.080
H 2.769555 -2.756824 4.266574 0.011 -0.062 0.046
C 1.950456 -0.152881 4.642209 0.090 -0.097 -0.122
H 2.517692 0.025946 5.550291 0.068 0.055 0.131
H 1.156656 -0.860424 4.864841 -0.049 -0.013 0.065
H 1.505996 0.782593 4.308684 -0.038 0.133 -0.021
H 5.408626 0.019361 4.557165 0.094 -0.045 0.094
H 4.289254 1.341470 4.903080 -0.005 0.066 0.121
```
Positions in Å, forces in eV/Å.

Calculated values
M ... 401.507 u
Charge ... 0
SMILES ... CCC(C)(C)NC(=O)c1ccc2c(c1)N(CC(=O)N1CCCC1)C(=O)C(C)(C)O2
Kohn-Sham gap ... 9.1 eV
LUMO level ... 0.6 eV

Löwdin population analysis, charges in e, atoms 1 to 5: -0.092 0.073 -0.201 0.117 0.115

=====

Record 3
ORCA calculation (ωB97M-V/def2-TZVPD) on one molecule with the formula C22H31N3O4S2 in a non-equilibrium geometry.

```
62
Properties=species:S:1:pos:R:3:forces:R:3
C -5.509787 -2.279781 0.365797 -0.131 0.156 0.073
C -5.742685 -0.908671 0.987496 0.282 -0.148 -0.089
C -4.424913 -0.262736 1.406681 -0.327 0.104 0.045
C -4.593688 1.171482 1.883926 0.055 0.230 -0.390
H -5.298901 1.221321 2.713846 0.036 0.024 0.090
H -3.639562 1.593458 2.205535 -0.048 -0.028 0.121
S -5.296572 2.315220 0.646034 0.142 0.127 0.082
C -3.998870 2.312926 -0.640475 -0.511 -0.129 0.289
C -4.351784 1.394256 -1.800411 0.288 0.069 -0.069
H -4.573230 0.394102 -1.430309 -0.076 0.047 -0.023
H -5.241306 1.772691 -2.306128 -0.045 -0.031 -0.009
C -3.209550 1.284954 -2.815658 -0.462 -0.289 0.065
N -1.993332 0.778299 -2.217061 0.155 0.275 -0.135
C -1.898125 -0.454965 -1.701484 0.331 0.145 0.079
O -2.821692 -1.255150 -1.648489 -0.288 -0.240 -0.071
C -0.546552 -0.810210 -1.161369 0.000 -0.065 -0.047
C -0.453649 -2.010526 -0.526133 -0.256 0.343 -0.194
N 0.672952 -2.521435 0.002519 -0.165 0.084 -0.095
C 1.861037 -1.843971 -0.154736 0.432 0.498 -0.176
C 3.077329 -2.368940 0.310312 -0.004 -0.027 0.045
C 4.253040 -1.682015 0.110435 -0.047 -0.143 0.065
C 4.248471 -0.465341 -0.560268 0.582 0.309 -0.162
C 3.073248 0.068216 -1.022919 -0.120 -0.030 -0.041
C 1.862215 -0.598442 -0.814034 0.266 -0.074 0.099
C 0.622910 0.030881 -1.297908 -0.108 -0.144 0.144
O 0.624472 1.171551 -1.759985 0.168 0.035 -0.042
H 3.060112 0.995574 -1.574135 -0.072 0.110 -0.064
S 5.816546 0.378417 -0.842460 0.229 0.083 -0.023
O 6.856995 -0.569353 -0.572888 -0.192 -0.111 0.283
O 5.756005 1.010387 -2.123874 -0.343 0.162 0.056
N 5.962417 1.586084 0.293511 0.180 -0.777 -0.916
C 5.034142 2.691533 0.191154 -0.412 0.513 -0.203
H 4.670241 2.749039 -0.832488 -0.032 0.215 0.031
H 5.578991 3.612590 0.418345 -0.048 -0.065 -0.077
C 3.932471 2.436764 1.240272 -0.016 0.073 0.026
H 3.720578 3.347459 1.797496 -0.069 0.016 -0.028
H 3.008135 2.109550 0.766471 -0.028 0.065 0.030
C 4.502947 1.337081 2.153768 0.048 0.013 0.083
H 4.468678 1.618704 3.204396 -0.031 -0.058 0.037
H 3.944911 0.408150 2.032412 0.002 0.026 0.054
C 5.952370 1.156391 1.673097 0.018 -0.320 0.619
H 6.316290 0.132273 1.727560 0.081 0.040 0.204
H 6.630201 1.803681 2.237460 0.003 -0.091 -0.041
H 5.198263 -2.081110 0.442632 0.063 -0.137 0.066
H 3.106675 -3.319807 0.815703 -0.008 -0.093 0.047
C 0.630811 -3.792034 0.689490 0.067 -0.401 0.205
H 0.993542 -3.685976 1.713444 -0.016 -0.024 -0.034
H 1.240418 -4.532992 0.168825 -0.016 0.009 0.038
H -0.396559 -4.147301 0.719569 0.052 0.058 -0.018
H -1.356456 -2.600801 -0.433858 0.007 -0.038 0.028
H -1.147387 1.342435 -2.228978 -0.028 -0.183 0.069
H -3.525795 0.605160 -3.614773 0.055 0.144 -0.016
H -2.984750 2.261656 -3.246491 0.030 -0.060 -0.038
H -3.906299 3.345821 -0.978021 0.127 0.004 0.009
H -3.068763 2.012072 -0.159354 0.095 0.065 -0.042
H -3.727519 -0.298203 0.567800 0.077 -0.028 -0.017
H -3.978815 -0.837701 2.224287 0.068 -0.066 -0.021
H -6.241768 -0.260691 0.264211 -0.030 0.005 0.066
H -6.399177 -0.996706 1.856798 -0.069 0.066 0.017
H -5.076108 -2.961484 1.095673 0.059 -0.139 0.046
H -6.446991 -2.704940 0.014926 -0.065 -0.136 -0.041
H -4.826806 -2.198889 -0.477179 0.062 -0.038 -0.087
```
Positions in Å, forces in eV/Å.

Calculated values
M ... 465.641 u
Charge ... 0
SMILES ... CCCCSCCCNC(=O)c1cn(C)c2ccc(S(=O)(=O)N3CCCC3)cc2c1=O
Kohn-Sham gap ... 7.9 eV
LUMO level ... -0.4 eV

Löwdin population analysis, charges in e, atoms 1 to 5: -0.107 -0.283 -0.282 -0.488 0.069